[1]
This record from the OMol25 dataset describes C11H14N2OPPd as an isolated structure at a distorted geometry. The level of theory is ωB97M-V with the def2-TZVPD basis set.

```
30
Properties=species:S:1:pos:R:3:mulliken_charge:R:1
C 1.510 1.231 -3.000 -0.71
C 0.618 0.675 -3.928 -0.06
C 0.048 -0.621 -3.932 -0.52
C 0.174 -1.403 -2.775 0.44
C 0.733 -1.041 -1.603 -1.44
Pd -0.112 0.714 -1.926 -0.36
P 0.266 2.712 -0.821 -0.09
H 2.249 2.052 -3.141 0.32
H 0.421 1.106 -4.916 0.30
H -0.475 -1.056 -4.844 0.27
H 0.913 -1.697 -0.756 0.41
H -0.171 -2.421 -2.902 0.30
H -0.812 2.890 0.110 0.02
H 0.276 3.853 -1.664 0.10
H 1.472 2.793 -0.048 0.08
N -2.074 -2.100 3.929 -0.40
C -1.889 -1.826 2.598 0.42
O -2.551 -2.394 1.702 -0.66
C -0.804 -0.847 2.266 0.43
C 0.175 -0.315 3.148 -0.25
C 1.223 0.449 2.630 -1.13
C 1.198 0.721 1.248 -0.51
N 0.153 0.419 0.479 0.29
C -0.739 -0.471 0.914 -0.34
H -2.904 -2.631 4.152 0.25
H -1.708 -1.457 4.625 0.18
H 0.115 -0.523 4.224 0.16
H 2.018 0.889 3.257 0.33
H 2.046 1.242 0.814 0.71
H -1.370 -0.944 0.162 0.44
```

Multiplicity: 3
LUMO level (spin up / spin down): 2.80 / 2.79 eV
Charge: -1
Energy relative to the best compared isomer or geometry (same formula, charge and spin): 7.5155 eV
Orbital gap (spin up / spin down): 3.42 / 4.60 eV

***

[2]
This record from the OMol25 dataset describes one molecule with the formula C5H7NO at a distorted geometry. The level of theory is ωB97M-V with the def2-TZVPD basis set.

```
14
Properties=species:S:1:pos:R:3:mulliken_charge:R:1
H -2.392 -1.287 -1.706 0.27
N -1.597 -0.647 -1.759 -0.64
C -1.342 -0.028 -0.703 0.25
C -1.473 0.258 0.709 0.50
O -1.975 0.064 1.778 -0.52
C -0.407 0.948 -0.073 -0.22
C 1.083 0.677 0.097 -0.30
C 1.362 -0.787 0.412 -1.30
H -0.616 1.990 -0.304 0.35
H 1.595 0.958 -0.826 0.31
H 1.460 1.308 0.905 0.32
H 2.431 -0.946 0.532 0.38
H 0.864 -1.084 1.334 0.30
H 1.007 -1.424 -0.395 0.33
```

LUMO level: -0.58 eV
Energy relative to the best compared isomer or geometry (same formula, charge and spin): 2.9341 eV
Orbital gap: 8.55 eV

***

[3]
This record from the OMol25 dataset describes C18H8F5IrN3O2S as an isolated structure at a distorted geometry. The level of theory is ωB97M-V with the def2-TZVPD basis set.

```
38
Properties=species:S:1:pos:R:3:mulliken_charge:R:1
Ir 0.277 0.843 0.373 0.69
O 1.703 -2.883 0.016 -0.53
C 1.250 -1.794 -0.178 -0.16
N 0.468 -1.033 0.714 -0.20
C -0.048 -1.567 1.908 0.07
O 0.118 -2.674 2.327 -0.54
C -0.879 -0.555 2.633 0.66
C -1.509 -0.851 3.822 -0.55
C -2.267 0.140 4.427 -0.33
C -2.357 1.391 3.827 -0.67
C -1.694 1.611 2.636 -0.22
N -0.975 0.643 2.051 -0.14
C 1.468 -1.053 -1.459 0.85
C 2.092 -1.632 -2.540 -0.56
C 2.221 -0.885 -3.702 -0.24
C 1.721 0.409 -3.738 -0.70
C 1.104 0.921 -2.612 0.05
N 0.980 0.192 -1.495 -0.16
H -1.391 -1.840 4.242 0.53
H -2.789 -0.059 5.354 0.48
H -2.937 2.187 4.272 0.45
H -1.746 2.563 2.124 0.48
H 2.465 -2.643 -2.449 0.49
H 2.710 -1.306 -4.570 0.46
H 1.805 1.021 -4.624 0.40
H 0.700 1.923 -2.593 0.45
F 0.982 2.956 6.760 -0.28
C 1.144 2.829 5.454 0.61
C 1.498 1.603 4.915 0.15
F 1.664 0.549 5.703 -0.32
C 1.649 1.478 3.547 0.59
F 1.963 0.276 3.054 -0.41
C 1.453 2.555 2.691 -0.21
S 1.652 2.431 0.932 -0.30
C 1.111 3.775 3.258 0.39
F 0.900 4.827 2.470 -0.36
C 0.940 3.918 4.623 0.36
F 0.562 5.080 5.135 -0.28
```

LUMO level: -5.42 eV
Charge: +1
Orbital gap: 6.81 eV

***

[4]
This record from the OMol25 dataset describes a 2-piece molecular cluster, C6H14Cl2OP overall at a distorted geometry. The level of theory is ωB97M-V with the def2-TZVPD basis set.

```
24
Properties=species:S:1:pos:R:3:mulliken_charge:R:1
C -0.035 1.823 1.520 -1.12
C -1.982 2.142 -0.092 -1.32
C 1.998 -0.546 -1.720 -1.02
C 1.781 -2.743 -0.477 -0.90
C -1.467 1.541 1.264 0.33
C 1.764 -1.282 -0.466 0.20
O -1.653 0.119 1.249 -0.27
P -1.250 -0.974 0.167 0.57
Cl -1.570 -2.617 1.242 -0.20
Cl -2.901 -0.971 -1.075 -0.23
H 0.598 1.518 0.686 0.24
H -0.055 2.881 1.530 0.47
H 0.134 1.542 2.643 0.30
H -1.345 1.756 -0.787 0.39
H -1.912 3.223 -0.286 0.38
H -2.994 1.797 -0.375 0.34
H 1.057 -0.165 -2.260 0.29
H 2.704 -1.016 -2.494 0.42
H 2.506 0.361 -1.357 0.35
H 0.970 -3.281 0.002 0.23
H 2.647 -3.172 0.087 0.34
H 1.777 -2.919 -1.603 0.35
H -2.087 1.746 2.152 0.30
H 1.317 -0.761 0.449 0.56
```

LUMO level: -6.49 eV
Charge: +1
Energy relative to the best compared isomer or geometry (same formula, charge and spin): 0.1219 eV
Orbital gap: 6.68 eV

***

[5]
This record from the OMol25 dataset describes C9H15AlN2O2 as an isolated structure at a distorted geometry. The level of theory is ωB97M-V with the def2-TZVPD basis set.

```
29
Properties=species:S:1:pos:R:3:mulliken_charge:R:1
C -0.227 -2.959 2.110 -0.47
C -1.296 -2.237 2.468 -0.61
H 0.763 -2.852 2.569 0.26
H -0.303 -3.766 1.380 0.25
H -2.274 -2.389 1.978 0.27
H -1.188 -1.450 3.233 0.32
Al 0.100 0.544 -1.451 0.29
C -0.251 -1.225 -2.502 -0.44
C -1.352 -1.919 -1.887 -0.46
C -2.103 0.222 -2.303 -0.95
C -0.821 0.075 -3.018 -0.04
H -1.346 -2.992 -1.679 0.53
H -3.410 -1.339 -1.382 0.53
H -2.794 1.055 -2.459 0.55
C -2.426 -1.034 -1.753 -0.46
H -0.414 0.655 -3.860 0.61
H 0.606 -1.736 -2.958 0.53
C 3.182 2.650 1.697 -0.78
O 3.007 1.446 0.863 -0.23
C 1.846 1.254 0.330 0.79
O 1.614 0.303 -0.512 -0.19
N 0.811 2.065 0.584 -0.28
N -0.446 1.427 0.226 -0.11
H 4.257 2.689 1.861 0.27
H 2.660 2.537 2.667 0.36
H 2.853 3.567 1.170 0.40
H 0.816 2.570 1.479 0.36
H -0.692 0.698 0.927 0.28
H -1.173 2.138 0.222 0.41
```

LUMO level: -8.18 eV
Charge: +2
Energy relative to the best compared isomer or geometry (same formula, charge and spin): 0.0000 eV
Orbital gap: 7.57 eV

***

[6]
This record from the OMol25 dataset describes one molecule with the formula C17H19BrN4O4. The level of theory is ωB97M-V with the def2-TZVPD basis set.

```
45
Properties=species:S:1:pos:R:3:mulliken_charge:R:1
C 7.975 -2.330 1.450 -1.11
C 8.242 -0.854 1.198 -0.28
O 7.031 -0.131 0.971 -0.40
C 6.534 -0.196 -0.283 0.82
O 7.049 -0.801 -1.191 -0.64
N 5.403 0.545 -0.419 0.11
C 4.638 0.462 -1.641 -1.14
C 3.342 -0.328 -1.417 -0.68
N 2.610 0.273 -0.319 0.20
C 1.247 0.333 -0.328 0.68
C 0.434 -0.324 -1.201 -0.63
C -0.989 -0.158 -1.192 0.24
O -1.761 -0.709 -1.946 -0.61
N -1.482 0.724 -0.196 0.21
C -2.893 0.915 -0.120 0.03
C -3.436 2.187 -0.240 -0.28
C -4.807 2.354 -0.167 -0.81
C -5.642 1.265 0.010 -0.32
C -5.081 0.005 0.121 -0.27
Br -6.214 -1.499 0.376 -0.21
C -3.713 -0.188 0.064 -0.04
C -0.700 1.417 0.690 0.38
O -1.117 2.181 1.528 -0.63
N 0.658 1.179 0.581 -0.07
C 3.388 0.301 0.905 -0.69
C 4.666 1.118 0.681 -0.82
H 8.909 -2.833 1.684 0.38
H 7.287 -2.454 2.283 0.29
H 7.546 -2.785 0.560 0.31
H 8.690 -0.378 2.073 0.31
H 8.896 -0.731 0.329 0.33
H 5.255 -0.029 -2.394 0.46
H 4.396 1.477 -1.972 0.32
H 2.742 -0.282 -2.324 0.52
H 3.585 -1.376 -1.197 0.25
H 0.810 -1.029 -1.920 0.44
H -2.786 3.036 -0.379 0.38
H -5.232 3.342 -0.255 0.36
H -6.713 1.390 0.062 0.42
H -3.290 -1.177 0.149 0.46
H 1.225 1.746 1.196 0.24
H 2.815 0.717 1.732 0.41
H 3.674 -0.727 1.173 0.29
H 5.286 1.113 1.575 0.49
H 4.406 2.151 0.424 0.27
```

LUMO level: 0.35 eV
Energy relative to the best compared isomer or geometry (same formula, charge and spin): 0.8167 eV
Orbital gap: 9.09 eV